Arrangement A

{
  "formula": "C18H26N2O3",
  "method": "ωB97M-V/def2-TZVPD",
  "smiles": "COc1cccc(OC)c1OCCCCCc1c(C)n[nH]c1C",
  "orbital_gap_ev": 9.0096,
  "elements": ["H", "C", "C", "H", "H", "H", "H", "H", "H", "H", "H", "H", "H", "C", "H", "N", "H", "H", "H", "H", "C", "C", "H", "C", "C", "C", "C", "N", "H", "C", "C", "C", "C", "H", "O", "H", "H", "C", "C", "H", "H", "O", "H", "H", "C", "C", "H", "O", "C"],
  "coordinates": [[1.037, 3.141, -0.357], [4.033, -1.093, -2.247], [-4.197, -1.792, 2.004], [1.708, 0.213, -5.077], [1.868, 2.124, 0.845], [-2.238, 0.240, -0.556], [-1.222, 2.289, 0.435], [2.052, -1.328, -4.252], [-6.632, 0.356, -0.775], [-0.416, 1.300, 1.653], [-2.298, -2.368, 2.777], [3.393, -0.327, -4.879], [4.042, -1.740, -3.109], [3.241, 0.873, -1.082], [-2.670, 0.465, 2.457], [-5.777, -1.786, 0.592], [0.825, 0.096, -0.145], [4.622, 0.219, 2.668], [-3.348, -1.559, 3.942], [0.027, 1.090, -1.365], [-1.866, 0.237, 0.471], [-4.083, -0.585, 1.275], [-6.591, -2.136, 0.113], [4.831, -0.606, -0.030], [4.867, 1.162, 2.168], [1.458, 2.150, -0.171], [-5.547, 0.334, -0.688], [-5.227, -2.499, 1.577], [-3.474, 1.452, 1.231], [-3.039, 0.469, 1.430], [0.380, 1.077, -0.332], [-3.329, -2.267, 3.114], [-0.787, 1.304, 0.625], [5.433, -2.295, -1.179], [4.016, 1.406, 1.076], [-1.436, -0.749, 0.663], [5.918, 1.152, 1.864], [2.402, -0.302, -4.414], [4.818, -1.408, -1.154], [-5.190, 1.333, -0.451], [-3.687, -3.231, 3.463], [2.406, 0.439, -3.221], [-5.132, 0.047, -1.656], [4.700, 1.989, 2.857], [3.234, 0.043, -2.215], [4.051, 0.545, 0.014], [5.458, -0.877, 0.804], [2.490, 2.023, -1.132], [-5.125, -0.621, 0.368]],
  "nbo_charge": [0.18, -0.32, 0.15, 0.20, 0.18, 0.19, 0.19, 0.17, 0.22, 0.19, 0.21, 0.18, 0.22, 0.25, 0.21, -0.34, 0.20, 0.17, 0.22, 0.21, -0.37, -0.15, 0.40, -0.32, -0.25, -0.05, -0.65, -0.28, 0.20, -0.41, -0.43, -0.64, -0.39, 0.21, -0.50, 0.20, 0.18, -0.25, -0.19, 0.23, 0.23, -0.48, 0.22, 0.20, 0.27, 0.26, 0.22, -0.51, 0.16]
}

***

Arrangement B

{
  "formula": "C18H26N2O3",
  "method": "ωB97M-V/def2-TZVPD",
  "smiles": "CCCN1Cc2cccc(C(=O)NCCCOC(C)C)c2C1=O",
  "orbital_gap_ev": 9.1961,
  "elements": ["C", "H", "H", "H", "C", "H", "O", "H", "C", "H", "C", "N", "H", "C", "H", "H", "H", "C", "C", "H", "H", "O", "C", "H", "H", "C", "H", "C", "C", "C", "H", "C", "H", "N", "C", "H", "H", "H", "H", "O", "C", "H", "C", "H", "H", "H", "H", "C", "C"],
  "coordinates": [[1.090, 3.126, -0.628], [0.408, 0.487, 4.478], [2.497, 2.715, -2.792], [1.087, 3.953, -1.363], [-3.575, -2.842, -1.342], [-3.376, -1.430, 1.783], [-0.766, -1.222, -1.481], [-2.595, -3.150, -1.709], [2.517, 0.547, -2.868], [-4.305, -3.022, -2.134], [2.156, 3.406, 0.436], [1.863, -0.830, -0.946], [2.151, 0.222, 2.755], [1.113, 0.048, 2.510], [-0.268, 2.290, 0.817], [-3.176, -3.567, 0.657], [2.365, 2.494, 0.989], [-0.293, 3.016, 0.008], [-1.496, -0.363, 1.850], [3.375, 1.930, -1.451], [3.081, 3.758, -0.014], [1.308, 1.910, -1.316], [2.863, -0.643, -1.967], [-3.483, 0.275, 1.303], [-1.012, 2.682, -0.736], [0.832, -0.319, 1.192], [2.925, -1.555, -2.569], [-1.198, 0.004, 3.145], [-2.848, -0.620, 1.265], [-3.535, -1.335, -1.069], [1.798, 4.167, 1.124], [2.486, 1.862, -2.091], [-4.031, -4.710, -0.370], [-2.536, -0.975, -0.093], [-1.215, -0.943, -0.377], [-4.505, -0.985, -0.707], [-3.295, -0.817, -2.004], [-1.981, 0.133, 3.878], [3.261, 0.622, -3.663], [3.115, 0.052, 0.713], [2.037, -0.339, 0.286], [-0.605, 3.980, 0.401], [-0.512, -0.541, 0.868], [0.916, -1.005, -1.287], [1.535, 0.385, -3.314], [-4.894, -3.328, 0.303], [3.821, -0.472, -1.467], [-3.942, -3.658, -0.109], [0.134, 0.203, 3.473]],
  "nbo_charge": [0.11, 0.22, 0.16, 0.15, -0.40, 0.21, -0.65, 0.22, -0.42, 0.20, -0.65, -0.61, 0.25, -0.17, 0.21, 0.20, 0.23, -0.62, -0.01, 0.18, 0.21, -0.56, -0.22, 0.21, 0.21, -0.10, 0.20, -0.20, -0.23, -0.21, 0.21, -0.06, 0.22, -0.41, 0.66, 0.20, 0.22, 0.22, 0.21, -0.66, 0.67, 0.21, -0.08, 0.43, 0.21, 0.20, 0.22, -0.61, -0.19]
}

***

Stability verdict: arrangement B, ahead by 2.750 eV

***

Arrangement A

{
  "formula": "H42O21",
  "method": "ωB97M-V/def2-TZVPD",
  "orbital_gap_ev": 10.4307,
  "elements": ["H", "O", "H", "H", "O", "H", "H", "O", "H", "H", "O", "H", "O", "O", "H", "O", "H", "H", "H", "H", "H", "H", "H", "O", "H", "H", "H", "H", "H", "H", "H", "H", "H", "O", "H", "H", "O", "H", "O", "H", "H", "O", "H", "O", "H", "H", "H", "H", "O", "H", "H", "O", "O", "H", "O", "O", "O", "H", "H", "O", "H", "H", "O"],
  "coordinates": [[1.942, -2.639, -1.524], [-0.480, 1.385, 5.080], [-0.521, -0.545, -4.258], [2.005, -0.880, 1.761], [2.939, -3.315, 1.257], [0.405, 1.003, 5.135], [2.424, 3.720, -2.588], [-2.284, -0.327, 0.755], [2.393, 4.489, -1.213], [-5.116, -0.542, -2.309], [-1.779, -2.198, -1.393], [-2.263, 0.946, -3.777], [3.395, -1.539, -0.792], [-3.219, 1.089, -3.626], [0.897, -1.300, -2.777], [2.594, 3.659, -1.649], [0.440, -2.186, -1.140], [-1.012, -1.337, 3.093], [2.925, 0.555, 0.724], [-2.804, 2.030, -1.391], [2.343, 1.047, -2.589], [-0.310, 3.960, 2.725], [0.544, -0.667, 2.198], [-5.290, -0.055, -1.507], [-0.389, -2.731, 3.017], [0.460, 1.103, -1.354], [-2.559, 3.522, -1.632], [0.607, 2.738, 2.664], [1.925, -0.457, 4.221], [-3.528, 0.275, -4.040], [-1.486, -1.268, -1.382], [-2.041, -1.041, 0.171], [0.794, -1.419, 4.451], [-2.815, 1.727, 2.915], [-1.052, -4.233, -0.337], [3.792, 1.691, 1.142], [2.389, 0.871, -1.643], [2.416, -3.987, 0.814], [-0.420, 1.165, -0.971], [-2.659, 1.046, 2.252], [-2.101, 1.556, 3.535], [3.858, 0.780, 0.843], [-2.630, -1.974, -1.800], [-2.342, 2.800, -1.037], [-1.423, -3.889, 1.200], [-0.311, 2.192, 4.577], [3.059, 1.507, -1.354], [3.819, -0.802, -1.244], [-0.898, -3.679, 0.428], [-5.304, 0.887, -1.688], [-1.079, 0.859, -4.839], [1.350, -0.198, 1.955], [-1.180, -0.091, -4.827], [-0.293, 2.032, -0.571], [1.567, -1.035, 4.905], [1.019, -0.564, -3.487], [1.031, -2.504, -1.829], [1.825, -0.863, -3.915], [-2.152, 0.526, 0.345], [-0.475, -1.965, 3.596], [3.430, -3.710, 1.982], [3.043, -0.889, -0.172], [0.588, 3.666, 2.920]],
  "nbo_charge": [0.52, -0.96, 0.52, 0.49, -0.96, 0.49, 0.48, -0.99, 0.49, 0.46, -0.94, 0.48, -0.93, -0.97, 0.50, -0.97, 0.50, 0.49, 0.47, 0.49, 0.49, 0.48, 0.49, -0.94, 0.49, 0.49, 0.47, 0.47, 0.46, 0.47, 0.47, 0.49, 0.49, -0.95, 0.50, 0.48, -0.98, 0.48, -0.99, 0.48, 0.47, -0.95, 0.48, -0.96, 0.48, 0.47, 0.50, 0.48, -0.97, 0.48, 0.46, -0.98, -0.98, 0.48, -0.98, -1.02, -0.96, 0.47, 0.49, -0.94, 0.48, 0.46, -0.95]
}

***

Arrangement B

{
  "formula": "H42O21",
  "method": "ωB97M-V/def2-TZVPD",
  "orbital_gap_ev": 9.9160,
  "elements": ["O", "H", "H", "H", "O", "H", "H", "H", "H", "H", "O", "H", "O", "H", "H", "H", "H", "O", "H", "O", "H", "O", "H", "H", "H", "H", "O", "O", "O", "H", "H", "H", "H", "H", "H", "O", "O", "H", "O", "H", "O", "H", "H", "H", "H", "O", "O", "O", "H", "O", "O", "H", "H", "H", "H", "H", "H", "H", "H", "O", "H", "O", "H"],
  "coordinates": [[-1.010, 4.297, 2.642], [-2.729, -0.690, -2.907], [0.632, 1.433, 2.951], [-4.891, 0.034, 0.104], [-3.764, 1.216, 1.532], [0.124, 1.050, -2.109], [4.944, 2.126, 0.480], [-2.854, 0.047, 2.118], [2.348, -0.224, 0.063], [3.391, 3.327, 2.417], [-1.743, 1.828, 0.290], [4.124, -1.883, 2.456], [1.444, -0.007, -0.112], [0.710, -4.379, 2.609], [3.399, 3.226, -3.061], [-4.407, 0.789, -1.147], [1.907, -1.563, 3.174], [-1.859, -2.765, -3.437], [-2.433, -2.891, -0.391], [1.686, -1.565, 4.104], [-1.944, 2.007, -0.683], [-2.615, -0.072, -3.681], [-1.965, -0.505, 3.296], [0.103, -2.801, -1.115], [2.158, -2.718, -4.091], [-0.598, -2.131, 0.912], [-0.357, -3.033, 1.162], [-1.999, -0.456, 2.354], [1.537, -4.061, 2.996], [1.079, 3.926, -3.334], [-0.727, 0.726, 2.409], [1.320, -3.865, 3.924], [-0.013, 3.777, -2.382], [3.537, 1.775, -3.081], [3.626, 2.268, -0.212], [1.989, -1.816, -3.791], [4.486, 2.724, -0.163], [2.006, 2.651, 2.380], [-2.248, -3.555, -1.048], [1.622, -0.701, 4.509], [-5.094, 0.185, -0.813], [-1.982, -0.481, -4.266], [-1.099, 3.377, 2.263], [-2.882, -4.265, -0.813], [-1.296, -3.009, -2.704], [3.533, -1.788, 1.689], [-0.787, 1.352, -2.073], [-0.056, -1.819, -1.191], [-3.808, 1.845, 2.266], [2.475, 3.370, 2.828], [3.064, 2.475, -3.525], [-2.779, 1.492, 1.103], [2.204, -1.402, -4.632], [-1.187, 0.778, -2.743], [1.404, -0.507, -0.963], [-0.697, 4.229, 3.539], [-2.753, -3.077, -3.267], [-0.174, -1.790, -2.158], [-1.391, 0.901, 0.211], [-0.348, 1.499, 2.856], [2.836, -2.313, 2.040], [0.233, 4.304, -3.149], [0.566, -2.901, 1.367]],
  "nbo_charge": [-0.97, 0.49, 0.46, 0.49, -1.03, 0.48, 0.47, 0.50, 0.47, 0.47, -0.91, 0.48, -0.96, 0.49, 0.47, 0.47, 0.47, -0.98, 0.49, -0.97, 0.53, -0.95, 0.48, 0.50, 0.47, 0.49, -0.96, -1.02, -0.98, 0.46, 0.50, 0.50, 0.47, 0.47, 0.47, -0.94, -0.94, 0.46, -0.97, 0.49, -0.95, 0.49, 0.50, 0.48, 0.48, -0.94, -0.99, -0.96, 0.48, -0.93, -0.94, 0.49, 0.47, 0.49, 0.49, 0.47, 0.49, 0.47, 0.50, -0.99, 0.46, -0.93, 0.47]
}

***

Stability verdict: arrangement A, ahead by 0.332 eV

***

Arrangement A

{
  "formula": "C8H4N2O",
  "method": "ωB97M-V/def2-TZVPD",
  "smiles": "N#CC(C#N)=Cc1ccco1",
  "orbital_gap_ev": 8.6030,
  "elements": ["O", "C", "C", "N", "C", "C", "C", "C", "C", "C", "N", "H", "H", "H", "H"],
  "coordinates": [[0.404, -0.884, 0.914], [0.174, -0.634, 2.325], [0.392, 0.290, 0.319], [0.475, -0.175, -4.444], [0.507, 0.349, -1.146], [0.198, -0.320, -3.410], [-1.356, -1.121, -1.553], [0.134, 1.297, 1.301], [-0.006, 0.594, 2.543], [-0.165, -0.369, -1.975], [-2.266, -1.764, -1.194], [0.118, 2.558, 1.204], [-0.078, 1.078, 3.706], [0.137, -1.474, 2.879], [1.333, 0.575, -1.469]],
  "nbo_charge": [-0.41, 0.07, 0.24, -0.26, -0.08, 0.26, 0.26, -0.30, -0.29, -0.16, -0.25, 0.25, 0.25, 0.21, 0.20]
}

***

Arrangement B

{
  "formula": "C8H4N2O",
  "method": "ωB97M-V/def2-TZVPD",
  "orbital_gap_ev": [8.1699, 7.8837],
  "elements": ["C", "C", "O", "C", "C", "H", "N", "C", "H", "H", "N", "C", "C", "C", "H"],
  "coordinates": [[2.516, 1.487, 0.498], [-1.961, 0.633, 0.187], [1.080, 1.999, -1.402], [0.982, -0.272, -0.412], [1.314, 1.194, -0.247], [-0.290, -2.013, -0.462], [3.490, 1.814, 1.013], [-0.131, -0.966, -0.189], [1.797, -0.872, -0.769], [0.024, 3.196, -0.053], [-3.181, 2.843, 0.386], [-1.485, -0.560, 0.192], [-2.602, 1.841, 0.288], [0.259, 2.225, -0.314], [-2.065, -1.349, 0.438]],
  "nbo_charge": [0.24, 0.06, -0.41, -0.17, 0.03, 0.22, -0.25, -0.17, 0.23, 0.21, -0.26, -0.25, 0.15, 0.16, 0.22]
}

***

Stability verdict: arrangement A, ahead by 2.588 eV

***

Arrangement A

{
  "formula": "C3H3FN2S",
  "method": "ωB97M-V/def2-TZVPD",
  "smiles": "Fc1nc[nH]c1S",
  "orbital_gap_ev": 9.7220,
  "elements": ["H", "H", "F", "N", "C", "H", "N", "S", "C", "C"],
  "coordinates": [[0.273, -1.924, -0.142], [-2.197, -1.412, -0.091], [-0.157, 2.451, -0.121], [-0.109, -0.996, -0.114], [0.620, 0.186, -0.121], [2.585, 0.317, 1.121], [-1.607, 0.638, -0.111], [2.362, 0.262, -0.196], [-0.347, 1.152, -0.111], [-1.423, -0.673, -0.113]],
  "nbo_charge": [0.43, 0.20, -0.29, -0.51, -0.20, 0.13, -0.48, 0.04, 0.50, 0.19]
}

***

Arrangement B

{
  "formula": "C3H3FN2S",
  "method": "ωB97M-V/def2-TZVPD",
  "orbital_gap_ev": [8.5532, 8.5458],
  "elements": ["H", "S", "H", "C", "F", "C", "N", "C", "H", "N"],
  "coordinates": [[1.721, -1.002, 0.566], [-1.052, -1.749, -0.012], [1.864, -0.155, -0.922], [1.363, -0.154, -0.020], [0.422, 2.445, -0.043], [-0.966, 0.610, -0.084], [-2.494, -0.805, 0.042], [-0.065, -0.385, 0.032], [1.468, 0.774, 0.463], [-2.262, 0.421, -0.021]],
  "nbo_charge": [0.22, 0.65, 0.25, -0.64, -0.55, 0.57, -0.28, -0.30, 0.30, -0.22]
}

***

Stability verdict: arrangement A, ahead by 5.884 eV